# 1
ORCA calculation (wB97M-V/def2-TZVPD) on C17H24BBeCl9F4LiN2O7S as an isolated structure.

```
67
Properties=species:S:1:pos:R:3:forces:R:3
O 1.851565 3.375273 -0.809296 1.049 -0.980 0.573
C 2.651374 2.672196 -0.260707 -1.091 1.055 -0.750
O 3.772311 2.193574 -1.032426 0.478 -0.688 0.433
C 2.607319 2.212570 1.160709 -0.205 -0.359 -0.623
C 1.310752 1.446823 1.490402 0.011 -0.022 0.133
C 1.489184 -0.053262 1.312831 -0.570 0.729 -0.381
C 2.007485 -0.431230 -0.070229 -1.189 -1.342 1.421
C 1.222848 -1.345720 -1.016830 0.998 0.730 -2.063
O 1.551520 -2.720337 -0.760781 0.257 0.559 1.033
S 2.979074 -2.764914 -0.095343 -1.260 -0.076 -0.917
O 4.002576 -3.066717 -1.013341 0.678 -0.596 -0.247
O 2.755496 -3.614286 1.041812 0.553 -0.221 1.074
O 3.190696 -1.222660 0.244147 0.405 -0.493 -0.546
H 3.411793 1.569970 -1.677405 -0.773 0.555 -0.735
H 2.690670 3.088828 1.775063 -0.009 0.474 0.158
H 3.450093 1.563706 1.363818 0.343 0.017 0.123
H 1.098584 1.609273 2.531763 -0.093 0.151 0.512
H 0.448271 1.840562 0.971494 -0.139 0.158 -0.458
H 0.576966 -0.586216 1.534430 -0.407 -0.115 -0.058
H 2.217783 -0.369288 2.044402 0.323 -0.195 0.129
H 2.236280 0.409090 -0.701290 0.510 0.265 0.153
H 1.731317 -1.183753 -1.968717 -0.312 0.283 -0.466
H 0.146980 -1.182416 -1.148843 0.491 -0.157 0.306
Cl -1.257662 -1.940770 0.161097 -1.038 0.020 0.797
O -2.761726 3.227204 3.127807 0.808 1.084 1.364
H -3.265873 2.417702 2.968660 -0.160 0.082 -0.377
H -3.191722 3.793328 3.786571 -0.127 -0.149 0.117
H -2.608565 3.753586 2.117060 -0.809 -1.607 -1.315
N -4.315091 -0.906030 1.145155 -0.684 -0.105 0.937
C -5.132783 -1.953527 1.472281 1.209 0.493 -0.608
C -6.281157 -1.435918 2.095935 -0.607 0.430 0.317
C -6.148684 -0.068899 2.131074 -0.519 -0.248 0.305
C -4.913863 0.251991 1.535225 0.610 -0.421 -0.365
H -3.414841 -0.979279 0.684996 0.119 -0.145 -0.392
H -4.866597 -2.974070 1.252433 0.033 0.070 -0.133
H -7.107087 -2.015915 2.467987 -0.007 -0.072 -0.037
H -6.849828 0.637843 2.539119 -0.009 0.060 -0.049
H -4.466048 1.230415 1.389775 0.071 -0.208 -0.375
C -2.465050 -5.310933 1.507608 -0.274 -0.044 -0.327
Cl -3.598722 -5.757596 2.775090 0.051 0.056 0.072
Cl -3.287884 -4.674761 0.095481 0.055 -0.084 0.017
Cl -1.269215 -4.116506 2.108722 0.244 -0.219 0.072
H -1.925455 -6.198472 1.207829 0.139 0.005 0.091
C 2.739565 3.952104 5.184767 -0.044 0.210 0.173
Cl 1.539779 3.491847 6.397231 0.025 -0.022 -0.125
Cl 2.093536 5.249731 4.166133 -0.020 -0.153 -0.028
Cl 4.195369 4.519539 5.986270 0.074 -0.017 0.018
Cl 3.133566 2.548472 4.174606 0.092 -0.034 0.432
Be 1.708551 -5.129842 2.257407 -0.090 0.587 -0.423
N 3.835965 0.805207 -3.727015 0.123 0.038 0.594
C 2.878237 1.680912 -4.071868 0.079 0.068 0.243
C 2.226700 1.654285 -5.288296 0.017 -0.043 -0.050
C 2.580730 0.677375 -6.203428 -0.023 -0.016 -0.075
C 3.568942 -0.234596 -5.867644 -0.058 0.076 -0.021
C 4.162085 -0.132794 -4.626475 0.193 -0.139 0.230
H 2.632517 2.432866 -3.329875 -0.079 0.100 -0.121
H 1.460736 2.381194 -5.513387 -0.020 0.022 0.048
H 2.092505 0.626500 -7.166686 -0.018 -0.007 -0.011
H 3.871422 -1.009731 -6.555646 0.032 -0.031 0.018
H 4.935157 -0.828126 -4.322785 -0.011 -0.067 -0.079
Cl -2.995598 3.137446 0.517015 0.402 0.597 0.443
B -4.411597 -1.420429 -2.381134 0.179 -0.154 -0.754
F -4.759995 -2.725446 -1.992810 -0.040 -0.451 0.434
F -4.815289 -0.530807 -1.378340 -0.095 0.434 0.529
F -3.012687 -1.352318 -2.547104 0.203 0.086 0.175
F -5.039797 -1.097822 -3.574908 -0.113 0.056 -0.169
Li 5.106519 0.883972 -1.621595 0.039 0.126 -0.395
```
Forces are in eV/Å.

For the electronic energy, the calculation gives -171011.1421 eV. The calculation puts the LUMO energy at -7.6 eV. Its charge is +1. The multiplicity is 1.


# 2
ORCA calculation (wB97M-V/def2-TZVPD) on a 6-piece molecular cluster, C21H49F2N2O7S3 overall.

```
84
Properties=species:S:1:pos:R:3:forces:R:3
O -1.722550 4.987621 4.677747 -0.892 -5.396 -0.476
S -1.874566 3.518001 4.949189 1.249 4.716 5.268
O -1.365139 3.129826 6.315806 -2.397 0.027 -4.867
F -3.492487 3.141047 4.767865 3.458 0.055 -0.187
N -0.935086 2.561339 3.824225 -1.143 -2.969 -1.579
C -1.251409 1.176797 3.505850 1.474 -0.691 -2.070
S -2.610294 0.105927 4.120692 0.686 0.871 -0.311
N -0.301389 0.647986 2.525206 -0.700 6.335 3.011
C 0.567386 1.789830 2.264181 1.508 2.878 1.071
C 1.804114 1.872362 1.229119 -1.456 -0.129 -0.748
C 1.124583 1.841652 -0.263667 -1.057 -0.689 0.630
C -0.383052 2.455798 -0.255037 0.472 0.448 -0.824
F -0.795366 2.757685 -1.629623 0.801 -0.632 1.976
C 0.230341 3.059536 3.072242 0.376 -5.106 -1.436
S 1.075768 4.684310 3.022651 -0.728 -1.118 0.178
H -2.961913 -0.725336 3.042208 0.954 1.167 0.537
H -0.260840 -0.302931 2.121213 -0.059 0.765 0.579
H 2.538322 1.005299 1.339317 -1.166 1.145 -0.018
H 2.372177 2.864982 1.313872 -1.125 -1.438 0.401
H 1.776821 2.381954 -1.024352 -0.956 -0.891 1.074
H 0.982982 0.728877 -0.529231 0.517 1.808 -0.012
H -0.438729 3.462612 0.300668 0.004 -1.611 -0.808
H -1.160276 1.695413 0.122503 1.199 1.284 -0.467
H 1.959602 4.791691 4.104679 -0.987 -0.947 -0.631
C 1.752432 1.686760 -5.508096 0.219 0.187 -0.120
C 2.054093 0.812499 -4.301498 -0.664 -0.032 -0.291
C 1.246342 -0.474843 -4.335373 0.232 -0.215 0.104
O 1.750495 1.532867 -3.105848 0.187 0.070 0.176
H 0.695983 1.973632 -5.528070 0.007 -0.159 0.003
H 2.331030 2.613629 -5.465234 0.015 -0.118 -0.012
H 1.990676 1.168560 -6.440352 -0.060 0.045 0.056
H 3.121556 0.576092 -4.276445 -0.076 0.127 0.189
H 0.172114 -0.263051 -4.315087 0.052 0.068 -0.167
H 1.464210 -1.088478 -3.456236 0.078 0.038 -0.071
H 1.469123 -1.057029 -5.231749 -0.160 0.034 0.105
H 0.806242 1.747417 -3.118332 0.145 -0.001 -0.071
C -1.081341 -4.034772 5.524288 -0.028 -0.109 -0.343
C 0.280128 -3.360521 5.468294 -0.449 -0.100 0.699
C 0.845241 -3.135753 6.861610 0.331 0.062 0.002
O 0.160404 -2.104973 4.796471 0.079 0.452 -0.551
H -1.803483 -3.413078 6.064662 0.119 -0.019 0.139
H -1.480854 -4.179642 4.516956 0.049 -0.112 0.107
H -1.019886 -5.007183 6.018744 -0.061 0.086 -0.036
H 0.971507 -3.976133 4.886424 -0.043 0.242 -0.102
H 0.190170 -2.483066 7.448161 -0.090 -0.129 -0.037
H 1.818295 -2.640009 6.806434 -0.046 -0.114 -0.013
H 0.964508 -4.081232 7.396158 -0.027 0.097 -0.018
H -0.449548 -1.553162 5.304562 0.121 -0.243 0.057
C 3.991379 6.437566 -1.159487 -0.176 -0.112 -0.226
C 3.315949 6.671896 0.182184 0.731 0.183 -0.166
C 4.040381 7.738110 0.988359 -0.153 0.135 0.200
O 3.293858 5.449808 0.922626 -0.233 -0.330 0.213
H 5.020503 6.089604 -1.023117 -0.014 0.144 0.070
H 3.467091 5.660974 -1.723242 -0.017 0.117 0.029
H 4.008966 7.351958 -1.757499 0.034 -0.085 0.035
H 2.277049 6.974214 0.022801 0.017 -0.217 0.128
H 5.071228 7.435227 1.199111 -0.021 0.007 -0.158
H 3.551025 7.888103 1.954805 -0.021 0.041 -0.113
H 4.059397 8.691398 0.454676 0.032 -0.071 0.063
H 4.209251 5.173724 1.068851 -0.121 0.150 -0.094
C -3.291701 -5.218877 0.753192 0.188 0.162 -0.130
C -2.962659 -6.103164 1.945788 -0.673 -0.037 -0.223
C -3.752190 -7.401754 1.906496 0.118 -0.253 0.101
O -3.261385 -5.402507 3.152961 0.215 0.221 0.197
H -4.352349 -4.947048 0.749422 0.007 -0.163 -0.007
H -2.725620 -4.284012 0.800299 0.045 -0.109 -0.019
H -3.057569 -5.722205 -0.188214 -0.053 0.069 0.047
H -1.891698 -6.324315 1.954965 -0.077 0.119 0.198
H -4.828752 -7.205500 1.942647 0.062 0.071 -0.122
H -3.514575 -8.021960 2.774738 0.053 0.057 -0.110
H -3.531788 -7.970555 0.999651 -0.058 0.026 0.067
H -4.207249 -5.202222 3.154828 0.161 -0.138 -0.020
C -1.753958 -3.823598 -7.288820 -0.079 -0.202 0.232
C -1.418985 -2.374558 -6.972447 0.081 -0.224 -0.706
C -1.894505 -1.442657 -8.075870 -0.106 0.284 0.069
O -0.007973 -2.238053 -6.811668 0.141 0.080 0.221
H -1.261513 -4.145587 -8.212033 -0.092 0.124 -0.026
H -1.396442 -4.482980 -6.493249 -0.075 0.090 -0.024
H -2.832070 -3.964152 -7.401463 0.081 -0.022 -0.029
H -1.883291 -2.088532 -6.024298 0.238 0.018 0.011
H -1.406900 -1.682230 -9.026383 -0.077 -0.124 0.057
H -1.637082 -0.406244 -7.840848 -0.066 -0.089 0.039
H -2.976813 -1.511861 -8.212088 0.080 0.012 -0.039
H 0.412557 -2.488817 -7.645441 -0.133 0.024 0.138
```
Forces are in eV/Å.

For the electronic energy, the calculation gives -77812.6804 eV. The calculation puts the LUMO energy at -4.7 eV. Its charge is +1. The multiplicity is 1.


# 3
ORCA calculation (wB97M-V/def2-TZVPD) on one molecule with the formula C4N2.

```
6
Properties=species:S:1:pos:R:3:forces:R:3
C 0.659403 1.358842 -1.332934 1.048 1.149 -0.573
C 0.166583 0.444116 -0.415182 -1.431 -2.294 2.072
C -0.283525 -0.379921 0.391647 0.697 1.122 -1.597
C -0.746062 -1.393457 1.273833 0.682 0.487 0.285
N 1.180650 2.147610 -2.017914 -1.052 -1.370 1.014
N -0.977050 -2.177189 2.100550 0.056 0.905 -1.202
```
Forces are in eV/Å.

For the electronic energy, the calculation gives -7124.8128 eV. The calculation puts the LUMO energy at -1.2 eV. The SMILES is N#CC#CC#N. Its charge is 0. The multiplicity is 1.


| no. | orbital gap (eV) |
| --- | --- |
| 1 | 2.16 |
| 2 | 7.04 |
| 3 | 10.33 |